This record from the Open Molecules 2025 dataset describes a 3-piece molecular cluster, C33H52I2N5O6PS3 overall in a non-equilibrium geometry. The level of theory is wB97M-V/def2-TZVPD.

Spin multiplicity = 1
Max |F| = 1.91 eV Å⁻¹
LUMO = -0.08 eV

Bonds (Å) are listed after each position.
Element x y z (Å)
1 C 0.480 -3.764 2.161  C2 1.330, H43 1.084, H44 1.083
2 C 0.964 -3.460 0.960  C1 1.330, C3 1.490, H45 1.087
3 C 1.097 -2.077 0.425  C2 1.490, C4 1.401, C24 1.407
4 C 2.218 -1.300 0.749  C3 1.401, C5 1.500, C10 1.394
5 C 3.238 -1.871 1.688  C4 1.500, I6 2.157, C7 1.558, H46 1.080
6 I 4.962 -2.558 0.590  C5 2.157, I9 3.446
7 C 3.495 -0.905 2.883  C5 1.558, C8 1.533, I9 2.141, H47 1.083
8 C 2.840 -1.483 4.143  C7 1.533, H48 1.088, H49 1.090, H50 1.092
9 I 5.559 -0.603 3.363  I6 3.446, C7 2.141
10 C 2.359 -0.017 0.221  C4 1.394, O11 1.368, C17 1.392
11 O 3.466 0.716 0.548  C10 1.368, C12 1.430
12 C 4.376 1.013 -0.514  O11 1.430, C13 1.522, H51 1.089, H52 1.091
13 C 5.828 0.805 -0.107  C12 1.522, O14 1.414, H53 1.099, H54 1.089
14 O 6.509 0.235 -1.208  C13 1.414, C15 1.419
15 C 7.714 -0.434 -0.870  O14 1.419, C16 1.532, H55 1.092, H56 1.095
16 C 7.842 -1.718 -1.696  C15 1.532, H57 1.087, H58 1.088, H59 1.090
17 C 1.368 0.532 -0.588  C10 1.392, C18 1.509, C23 1.401
18 C 1.467 1.940 -1.123  C17 1.509, C19 1.567, H60 1.084, H61 1.088
19 C 1.286 3.065 -0.047  C18 1.567, N20 1.459, N21 1.481, N22 1.445
20 N 2.591 3.621 0.298  C19 1.459, H62 1.018, H63 1.017
21 N 0.428 4.143 -0.590  C19 1.481, H64 1.015, H65 1.018
22 N 0.577 2.570 1.111  C19 1.445, H66 1.013, H67 1.013
23 C 0.260 -0.263 -0.908  C17 1.401, C24 1.393, S42 1.763
24 C 0.103 -1.560 -0.426  C3 1.407, C23 1.393, N25 1.437
25 N -1.012 -2.388 -0.797  C24 1.437, S26 1.728, C27 1.436
26 S -0.563 -3.517 -2.025  N25 1.728, H68 1.344
27 C -2.285 -1.769 -1.042  N25 1.436, C28 1.410, C41 1.397
28 C -3.468 -2.489 -0.780  C27 1.410, C29 1.510, C34 1.402
29 C -3.485 -3.884 -0.203  C28 1.510, C30 1.535, H69 1.086, H70 1.094
30 C -2.648 -4.097 1.065  C29 1.535, C31 1.520, H71 1.080, H72 1.095
31 C -2.920 -3.090 2.170  C30 1.520, O32 1.411, H73 1.101, H74 1.094
32 O -2.376 -1.821 1.877  C31 1.411, C33 1.413
33 C -1.740 -1.133 2.935  O32 1.413, H75 1.092, H76 1.091, H77 1.094
34 C -4.699 -1.888 -1.079  C28 1.402, N35 1.445, C36 1.397
35 N -5.962 -2.548 -0.840  C34 1.445, H78 1.012, H79 1.014
36 C -4.784 -0.599 -1.612  C34 1.397, P37 1.815, C39 1.395
37 P -6.379 0.191 -1.970  C36 1.815, O38 1.489, H80 1.411, H81 1.394
38 O -6.497 1.550 -1.373  P37 1.489
39 C -3.612 0.109 -1.878  C36 1.395, S40 1.780, C41 1.399
40 S -3.631 1.721 -2.634  C39 1.780, H82 1.341
41 C -2.380 -0.484 -1.581  C27 1.397, C39 1.399, S42 1.757
42 S -0.943 0.441 -1.988  C23 1.763, C41 1.757
43 H 0.086 -4.758 2.338  C1 1.084
44 H 0.472 -3.064 2.987  C1 1.083
45 H 1.330 -4.250 0.309  C2 1.087
46 H 2.861 -2.779 2.136  C5 1.080
47 H 3.052 0.062 2.681  C7 1.083
48 H 3.246 -1.020 5.040  C8 1.088
49 H 3.044 -2.550 4.234  C8 1.090
50 H 1.764 -1.298 4.141  C8 1.092
51 H 4.252 2.061 -0.781  C12 1.089
52 H 4.170 0.415 -1.403  C12 1.091
53 H 6.272 1.788 0.102  C13 1.099
54 H 5.927 0.217 0.804  C13 1.089
55 H 7.761 -0.646 0.200  C15 1.092
56 H 8.556 0.220 -1.124  C15 1.095
57 H 8.567 -1.607 -2.498  C16 1.087
58 H 8.081 -2.581 -1.078  C16 1.088
59 H 6.873 -1.909 -2.158  C16 1.090
60 H 0.677 2.107 -1.845  C18 1.084
61 H 2.403 2.104 -1.653  C18 1.088
62 H 2.490 4.222 1.114  N20 1.018
63 H 2.879 4.256 -0.442  N20 1.017
64 H 0.773 4.385 -1.513  N21 1.015
65 H -0.503 3.757 -0.738  N21 1.018
66 H 0.050 3.332 1.521  N22 1.013
67 H 1.227 2.229 1.809  N22 1.013
68 H -1.026 -4.633 -1.437  S26 1.344
69 H -4.500 -4.195 0.027  C29 1.086
70 H -3.130 -4.585 -0.965  C29 1.094
71 H -1.599 -4.150 0.810  C30 1.080
72 H -2.915 -5.082 1.464  C30 1.095
73 H -4.011 -2.986 2.264  C31 1.101
74 H -2.561 -3.489 3.124  C31 1.094
75 H -1.945 -1.584 3.908  C33 1.092
76 H -2.108 -0.106 2.958  C33 1.091
77 H -0.662 -1.098 2.753  C33 1.094
78 H -5.980 -3.467 -1.262  N35 1.012
79 H -6.097 -2.670 0.158  N35 1.014
80 H -6.387 0.326 -3.375  P37 1.411
81 H -7.434 -0.619 -1.550  P37 1.394
82 H -3.609 1.316 -3.912  S40 1.341
83 C -8.263 2.633 -5.086  C84 1.510, H87 1.087, H88 1.091, H89 1.092
84 C -8.692 1.300 -5.652  C83 1.510, O85 1.209, C86 1.511
85 O -7.964 0.648 -6.364  C84 1.209
86 C -10.074 0.816 -5.284  C84 1.511, H90 1.091, H91 1.091, H92 1.087
87 H -7.255 2.862 -5.423  C83 1.087
88 H -8.939 3.421 -5.422  C83 1.091
89 H -8.272 2.597 -3.994  C83 1.092
90 H -10.826 1.528 -5.629  C86 1.091
91 H -10.159 0.712 -4.201  C86 1.091
92 H -10.256 -0.149 -5.752  C86 1.087
93 C 4.788 3.417 2.739  C94 1.508, H97 1.090, H98 1.092, H99 1.092
94 C 4.103 4.669 3.225  C93 1.508, O95 1.211, C96 1.510
95 O 3.007 4.997 2.827  C94 1.211
96 C 4.849 5.502 4.239  C94 1.510, H100 1.091, H101 1.091, H102 1.087
97 H 4.150 2.910 2.014  C93 1.090
98 H 5.737 3.669 2.263  C93 1.092
99 H 4.977 2.746 3.579  C93 1.092
100 H 5.800 5.835 3.822  C96 1.091
101 H 5.047 4.911 5.134  C96 1.091
102 H 4.252 6.371 4.508  C96 1.087

Mulliken population analysis, charges in e, atoms 1 to 5: C -0.993; C -0.840; C 0.430; C 0.462; C -1.803